No. 1
A structure of composition C21H40N2O7V at a distorted geometry, computed with ωB97M-V with the def2-TZVPD basis set.

Last column: Mulliken spin population.
Element x y z (Å)
V 0.62 0.22 0.36  0.894
O -1.65 -4.27 -3.00  0.000
O -3.04 -2.87 -2.12  0.000
O 2.02 0.95 0.14  0.031
O 0.66 -1.15 -0.34  0.021
O -0.77 1.29 -1.34  0.005
O -0.28 0.07 2.43  0.010
O -3.67 -5.01 -2.55  0.000
N -0.15 2.46 -1.90  -0.005
N 0.23 -1.31 2.55  -0.013
C -0.83 -3.22 -2.54  0.003
C -1.92 3.92 -0.82  0.002
C 0.61 3.72 0.09  0.004
C 1.18 4.69 -3.02  0.000
C 0.61 2.23 -3.17  0.004
C 1.37 -1.44 3.54  -0.008
C -0.29 1.37 -4.16  -0.001
C -0.94 -2.28 2.58  0.012
C 1.03 -1.12 5.01  0.003
C 0.03 4.93 -2.10  0.000
C 0.94 3.57 -3.92  0.000
C 1.91 1.58 -2.83  0.000
C -0.38 3.75 -1.17  -0.003
C 0.77 -4.01 3.45  0.002
C 2.67 -0.67 2.99  0.004
C -2.88 -4.12 -2.60  -0.001
C -1.84 -2.03 1.26  0.024
C -0.32 -3.67 2.41  -0.004
C -1.80 -2.16 3.85  -0.003
C -1.94 -2.07 -2.64  0.004
C 1.88 -2.96 3.47  -0.004
H 0.70 4.67 0.63  0.000
H -1.68 -1.25 -1.97  0.003
H -2.72 -2.75 3.74  0.000
H 0.32 -0.29 5.07  0.001
H 0.28 5.79 -1.47  0.000
H 0.06 -3.67 1.38  -0.001
H 1.94 -0.61 5.35  -0.002
H 1.60 3.46 -0.27  0.001
H 0.01 -2.98 -3.19  0.000
H -1.29 -2.24 4.81  0.000
H 2.60 -3.10 2.67  0.002
H 2.98 -0.89 1.97  0.006
H -2.25 3.24 -0.03  0.001
H -0.60 0.34 -3.98  0.001
H 0.15 3.76 -4.65  0.000
H -2.56 3.74 -1.69  0.001
H 2.42 0.39 3.03  0.003
H 2.47 -3.12 4.37  -0.001
H 3.58 -0.84 3.56  0.000
H 0.18 2.93 0.71  0.000
H 0.29 -4.12 4.42  0.000
H 2.67 1.63 -3.61  0.001
H -2.07 -1.75 -3.67  -0.001
H -2.03 -1.02 0.88  -0.001
H 1.96 4.47 -2.30  0.000
H -2.85 -2.30 1.59  0.000
H -2.19 4.93 -0.52  0.000
H 1.26 -4.92 3.09  0.000
H 1.55 5.56 -3.56  0.000
H 1.92 3.49 -4.39  0.000
H 0.75 -2.02 5.55  0.000
H -1.07 -4.45 2.31  0.000
H -2.08 -1.11 3.95  0.000
H 2.34 2.15 -2.01  0.003
H -1.70 -2.79 0.50  -0.003
H 0.10 1.42 -5.18  0.000
H -0.84 5.12 -2.74  0.000
H -0.66 -3.64 -1.55  -0.001
H -1.25 1.88 -4.15  0.000
H 1.88 0.52 -2.59  0.001

Summary:
- ⟨S²⟩: 0.756
- HOMO (spin up / spin down): 0.778 / -0.007 eV
- Net charge: -2
- Electronic energy: -2404.1857 Eh
- Multiplicity: 2
- LUMO energy (spin up / spin down): 4.8709 / 4.8702 eV

---

No. 2
A cluster of 3 separate species, C21H40NO9P3 in total at a distorted geometry, computed with ωB97M-V with the def2-TZVPD basis set.

Last column: Löwdin charge in e.
Element x y z (Å)
P -7.56 -4.07 -5.00  0.428
P 6.76 3.60 4.64  0.430
P 0.66 0.63 1.08  0.826
O 6.90 4.48 5.99  -0.224
O 2.05 1.24 -1.29  -0.135
O -8.90 -3.81 -4.16  -0.207
O -8.41 -4.37 -6.32  -0.236
O -6.42 -3.22 -5.78  -0.223
O 5.80 2.51 4.95  -0.240
O -6.88 -5.25 -4.42  -0.242
O 6.76 3.79 3.04  -0.215
O 8.29 3.15 4.62  -0.236
N -2.90 -0.68 -0.99  -0.136
C -0.60 -1.89 1.80  -0.273
C -3.94 1.20 -1.55  -0.089
C -5.44 -2.54 -4.96  -0.090
C 4.14 1.61 -0.20  -0.026
C 1.18 1.84 -0.31  -0.375
C -4.76 0.09 -1.87  -0.119
C -7.78 -5.00 -7.43  -0.104
C -8.76 -3.15 -2.88  -0.092
C -2.79 0.67 -1.00  -0.111
C -1.89 -1.59 -0.45  -0.138
C 5.50 -0.26 0.41  -0.095
C 3.21 0.74 -0.72  -0.342
C 0.09 -0.64 2.38  -0.395
C 3.41 -0.63 -0.70  -0.034
C 5.78 5.29 6.37  -0.091
C 5.67 4.54 2.46  -0.100
C -1.94 -1.60 1.09  -0.176
C -4.10 -1.06 -1.52  -0.097
C 4.57 -1.14 -0.12  -0.077
C 5.30 1.11 0.37  -0.069
C 8.85 2.50 5.76  -0.102
H -4.85 -1.91 -5.62  0.091
H 4.74 -2.20 -0.10  0.104
H 9.67 1.87 5.40  0.088
H -4.17 2.25 -1.68  0.090
H 2.63 -1.25 -1.12  0.112
H 5.59 5.53 2.91  0.079
H -1.92 1.16 -0.60  0.087
H 4.74 3.99 2.60  0.088
H 5.46 5.94 5.55  0.078
H 6.04 1.80 0.76  0.099
H -0.93 -1.28 -0.85  0.100
H 9.24 3.23 6.45  0.084
H 0.31 2.17 -0.88  0.071
H -8.26 -2.19 -2.99  0.077
H 6.09 5.91 7.20  0.088
H -0.48 1.46 1.33  0.015
H -2.66 -2.36 1.39  0.108
H 0.09 -2.49 1.20  0.103
H -0.60 -0.15 3.08  0.070
H -4.40 -2.10 -1.60  0.112
H -5.93 -1.91 -4.22  0.066
H -2.11 -2.58 -0.86  0.123
H 8.11 1.87 6.25  0.088
H -2.32 -0.63 1.41  0.106
H 3.94 2.68 -0.24  0.113
H 0.75 -0.41 0.10  0.015
H -8.55 -5.54 -7.98  0.087
H -0.86 -2.49 2.68  0.098
H 1.83 0.92 1.82  0.027
H 5.87 4.65 1.40  0.087
H -9.76 -2.98 -2.49  0.088
H -7.02 -5.71 -7.10  0.087
H -4.79 -3.26 -4.47  0.088
H -7.33 -4.26 -8.09  0.083
H -5.75 0.16 -2.30  0.082
H 4.95 4.66 6.69  0.090
H 1.63 2.76 0.09  0.075
H -8.20 -3.78 -2.19  0.090
H 6.39 -0.68 0.86  0.103
H 0.97 -0.99 2.92  0.066

Summary:
- HOMO: -8.060 eV
- Net charge: 0
- Electronic energy: -2580.1190 Eh
- Multiplicity: 1
- LUMO energy: 0.2817 eV
- SMILES string: c1ccc(OC[PH3]CCCCn2cccc2)cc1.COP(=O)(OC)OC.COP(=O)(OC)OC